[1]
Here is 2 unconnected molecules or ions with the total composition BrHNO3S from OMol25. Energies are from wB97M-V/def2-TZVPD.

Results
Lowest unoccupied orbital energy (alpha / beta), eV: 3.1 / 2.2
Expectation value of S²: 2.01
Relative energy (zero: lowest compared OMol25 entry of this formula, charge and spin), kcal per mole: 8.5
Charge: -1
Multiplicity: 3

XYZ file:
```
7
BrHNO3S | OMol25 | wB97M-V/def2-TZVPD
N 1.40511 -0.17106 -0.70752
O -1.96592 0.39831 -1.12615
O -1.10618 1.26067 1.03188
O -1.15981 -1.16334 0.81837
S -1.17316 0.13727 0.10366
Br 2.61615 0.74797 0.28889
H 1.38382 -1.20983 -0.40913
```

[2]
Here is 8 unconnected molecules or ions with the total composition C65H130Cl2N7O7 from OMol25. Energies are from wB97M-V/def2-TZVPD.

Results
Lowest unoccupied orbital energy (alpha / beta), eV: 0.2 / -0.8
Expectation value of S²: 15.79
Multiplicity: 8

XYZ file:
```
211
C65H130Cl2N7O7 | OMol25 | wB97M-V/def2-TZVPD
C -7.69124 -2.36121 -4.25459
C -7.78133 -1.75457 -2.82614
C -9.27388 -1.45256 -2.58908
C -9.60128 -1.07790 -1.21334
C -9.13658 -2.19864 -0.17840
C -7.62971 -2.58034 -0.40868
N -7.31469 -2.81203 -1.87759
O -5.88397 -3.31808 -2.04590
C -6.78119 -1.55849 0.37551
C -7.56139 -3.95760 0.31265
C -7.03336 -0.44607 -2.91208
H -7.98365 -1.62601 -5.00430
H -8.31580 -3.25285 -4.30929
H -6.63015 -2.58648 -4.36155
H -9.59913 -0.64964 -3.25062
H -9.94305 -2.26976 -2.85832
H -10.67270 -0.91548 -1.09594
H -9.16212 -0.08914 -1.08069
H -9.76860 -3.05134 -0.42654
H -9.40079 -1.74618 0.77741
H -6.76392 -1.95377 1.39117
H -5.78389 -1.36255 -0.01832
H -7.26313 -0.58747 0.26166
H -8.05294 -4.68257 -0.33612
H -6.54714 -4.33912 0.43037
H -8.12668 -3.90826 1.24330
H -6.98866 0.11649 -1.97954
H -7.51240 0.25105 -3.59958
H -6.05521 -0.54303 -3.38315
C -7.15964 -1.24156 10.45755
C -7.38188 0.05069 9.54846
C -6.77080 1.09032 10.48819
C -6.47489 2.43910 9.82481
C -5.63576 2.26394 8.56874
C -6.11142 1.25983 7.53250
N -6.56442 -0.01996 8.28509
O -6.78598 -1.11529 7.43385
C -7.35586 1.87208 6.77456
C -5.00971 1.11700 6.50014
C -8.91213 0.31346 9.38690
H -6.09680 -1.47293 10.52786
H -7.72174 -2.10406 10.09945
H -7.49993 -1.07726 11.47995
H -7.43792 1.26320 11.33268
H -5.84117 0.61159 10.79597
H -5.99558 3.06564 10.57700
H -7.41824 2.86414 9.48198
H -4.64311 1.94948 8.89101
H -5.55195 3.24961 8.11100
H -7.70439 1.12631 6.06010
H -8.10128 2.17269 7.51082
H -7.08688 2.77540 6.22704
H -5.21796 0.26364 5.85477
H -4.75916 1.95639 5.85149
H -4.14568 0.62214 6.94362
H -9.26285 -0.30995 8.56443
H -9.07343 1.31739 8.99421
H -9.51495 0.02201 10.24700
C 4.43635 1.82587 4.01587
C 5.22440 2.49092 5.18732
C 4.06268 2.94646 6.13967
C 4.57091 3.35739 7.51436
C 5.28695 2.09450 8.14952
C 6.55622 1.69186 7.30545
N 6.13377 1.58894 5.83713
O 7.22670 1.14707 4.99424
C 7.64026 2.78497 7.40568
C 7.09200 0.35917 7.93980
C 5.90158 3.77132 4.68153
H 3.69964 1.14855 4.44784
H 4.96313 1.17836 3.31492
H 3.96096 2.60515 3.42019
H 3.52357 3.78139 5.69206
H 3.39119 2.10580 6.31429
H 3.75534 3.63239 8.18318
H 5.20643 4.24056 7.57946
H 4.62183 1.23299 8.20878
H 5.65947 2.26051 9.16035
H 8.07932 2.93811 8.39152
H 8.44291 2.75151 6.66897
H 7.23270 3.77333 7.19324
H 6.27499 -0.36188 7.91378
H 7.89668 -0.09532 7.36186
H 7.56016 0.58447 8.89801
H 6.64319 3.46301 3.94460
H 6.34738 4.41804 5.43726
H 5.16585 4.38080 4.15680
C -2.54127 -3.50003 -7.88689
C -2.54611 -4.83353 -8.65856
C -2.20756 -5.83586 -7.48469
C -2.40680 -7.29363 -7.92214
C -3.85945 -7.52008 -8.48354
C -4.30355 -6.50013 -9.59925
N -3.92195 -5.13040 -9.25719
O -4.35299 -4.09674 -10.24841
C -3.80306 -7.01267 -10.92790
C -5.80316 -6.61593 -9.65093
C -1.35857 -4.79508 -9.53335
H -3.19023 -3.51475 -7.01125
H -2.83924 -2.74199 -8.61125
H -1.57305 -3.24018 -7.45896
H -1.16128 -5.76189 -7.18819
H -2.88293 -5.74861 -6.63359
H -2.29930 -8.00402 -7.10245
H -1.68131 -7.51213 -8.70573
H -4.58802 -7.56554 -7.67408
H -3.98400 -8.55317 -8.80807
H -3.99249 -8.07365 -11.09085
H -4.20711 -6.42912 -11.75513
H -2.75055 -6.81655 -11.13248
H -6.09833 -7.65117 -9.82201
H -6.25332 -6.22262 -8.73946
H -6.07552 -5.90116 -10.42747
H -0.45709 -4.60485 -8.95090
H -1.41620 -4.05194 -10.32866
H -1.19383 -5.78017 -9.96989
C 1.42866 -8.66968 -2.66449
C 1.58459 -8.15960 -1.18126
C 0.69651 -6.87210 -1.25258
C 0.70768 -6.17779 0.04718
C 0.30933 -7.14090 1.09666
C 0.96197 -8.56833 1.20390
N 1.18438 -9.12325 -0.11647
O 1.66166 -10.49358 -0.26300
C 2.13765 -8.42996 2.24980
C -0.08871 -9.44274 1.95206
C 3.06860 -7.71275 -1.10432
H 1.60016 -7.88630 -3.40272
H 0.42744 -9.09477 -2.73495
H 2.19658 -9.43513 -2.77621
H 1.09291 -6.19366 -2.00801
H -0.24308 -7.18519 -1.70782
H 0.06540 -5.30112 0.13110
H 1.72505 -5.84839 0.25822
H -0.77842 -7.20603 1.12247
H 0.56593 -6.51851 1.95392
H 2.70288 -9.35730 2.34276
H 2.88736 -7.73308 1.87511
H 1.77231 -8.05679 3.20656
H 0.28893 -10.45111 2.12143
H -0.29391 -9.08847 2.96225
H -1.05522 -9.44623 1.44812
H 3.78607 -8.53296 -1.12866
H 3.26722 -7.22614 -0.14941
H 3.32737 -7.03993 -1.92191
C 11.25948 2.92241 -3.83886
C 10.36436 1.73725 -3.51929
C 10.42277 1.57123 -1.99681
C 9.82378 2.78999 -1.24202
C 8.38450 2.95481 -1.66890
C 8.07013 2.89108 -3.15573
N 8.92475 1.93738 -3.91152
O 8.60148 1.88451 -5.29910
C 6.52821 2.40285 -3.12199
C 8.05170 4.32184 -3.66673
C 11.16061 0.50008 -4.08149
H 12.30037 2.72106 -3.58566
H 10.87554 3.88394 -3.49806
H 11.31781 2.85787 -4.92538
H 10.11133 0.53941 -1.83417
H 11.44179 1.59314 -1.61054
H 10.33981 3.72970 -1.43888
H 9.90030 2.58234 -0.17473
H 8.14653 3.92512 -1.23304
H 7.72337 2.33081 -1.06754
H 6.13234 2.51179 -4.13170
H 6.54264 1.35854 -2.81005
H 5.87060 2.93674 -2.43598
H 8.94654 4.94220 -3.61649
H 7.62498 4.38954 -4.66745
H 7.43800 4.94048 -3.01193
H 10.56145 -0.39438 -3.91110
H 12.20484 0.41392 -3.78104
H 11.25135 0.56205 -5.16594
C 0.91712 7.31921 -1.62619
C 1.32491 8.79638 -1.79320
C -0.01114 9.51708 -1.69723
C 0.13888 11.05499 -1.66539
C 1.04181 11.40260 -0.45957
C 2.46062 10.70613 -0.54170
N 2.24345 9.28463 -0.76302
O 3.52558 8.48918 -0.64853
C 3.33009 11.49530 -1.52420
C 2.97946 10.99179 0.86119
C 1.78575 8.98008 -3.29003
H 0.74558 7.16302 -0.56116
H 1.62730 6.55937 -1.95236
H 0.01998 7.14651 -2.22066
H -0.72167 9.34027 -2.50469
H -0.54951 9.24870 -0.78826
H -0.84560 11.51181 -1.56431
H 0.62520 11.45366 -2.55570
H 0.53672 11.18687 0.48194
H 1.03334 12.49223 -0.43262
H 2.78544 12.37749 -1.86067
H 4.24507 11.85596 -1.05428
H 3.78773 10.86457 -2.28632
H 3.95808 10.53849 1.01904
H 3.20738 12.02745 1.11330
H 2.41458 10.50995 1.65922
H 1.20204 8.52563 -4.09058
H 2.67022 8.34309 -3.29838
H 2.10063 9.99950 -3.51303
Cl 0.65942 -0.51384 -2.54313
C 0.53677 0.29578 -0.91557
C -0.88788 0.90178 -0.80286
Cl -0.93129 1.91574 0.64003
H 1.27613 1.09651 -0.89819
H 0.88905 -0.37073 -0.12832
H -1.69281 0.16770 -0.83937
H -1.05192 1.57907 -1.64100
```

[3]
Here is 2 unconnected molecules or ions with the total composition C9H14 from OMol25. Energies are from wB97M-V/def2-TZVPD.

Results
Lowest unoccupied orbital energy, eV: 1.0
Relative energy (zero: lowest compared OMol25 entry of this formula, charge and spin), kcal per mole: 20.6
SMILES string: Cc1ccccc1.CC
Multiplicity: 1

XYZ file:
```
23
C9H14 | OMol25 | wB97M-V/def2-TZVPD
C -2.62773 0.21968 0.13556
C -1.31300 0.02782 0.86531
C -1.18627 0.53404 2.14521
C 0.01232 0.34677 2.88428
C 1.09534 -0.25224 2.26547
C 1.02720 -0.67761 0.93677
C -0.20789 -0.68162 0.33009
H -3.37941 -0.56041 0.14950
H -2.36924 0.50173 -0.89041
H -3.06270 1.14521 0.51612
H -1.91344 1.09510 2.71319
H 0.03571 0.63685 3.92239
H 1.94826 -0.47542 2.89706
H 1.91284 -0.94559 0.37807
H -0.55419 -1.21763 -0.54991
C 1.55434 -0.61308 -3.60500
C 1.37463 0.93038 -3.82467
H 0.58955 -1.07562 -3.42962
H 2.16505 -0.99700 -4.41601
H 2.15545 -0.73342 -2.70226
H 1.99824 1.26338 -4.64955
H 0.34192 1.14526 -4.08194
H 1.62831 1.44779 -2.90374
```

[4]
Here is 20 unconnected molecules or ions with the total composition C36H69Cl38N2O from OMol25. Energies are from wB97M-V/def2-TZVPD.

Results
Lowest unoccupied orbital energy, eV: -2.9
Relative energy (zero: lowest compared OMol25 entry of this formula, charge and spin), kcal per mole: 0.0
Charge: +1
Multiplicity: 1

XYZ file:
```
146
C36H69Cl38N2O | OMol25 | wB97M-V/def2-TZVPD
C -0.60788 -1.60264 -0.44952
O -1.09092 -0.24766 -0.38592
C 0.00646 0.70106 -0.50358
C -0.46206 2.04878 0.15657
C -1.08104 3.00042 -0.95161
C -2.60654 2.62896 -1.08065
C -3.19531 3.28241 -2.39773
C -3.29490 2.24035 -3.59857
C -4.39059 1.16783 -3.23410
C -3.77887 -0.28091 -2.99188
C -5.00293 -1.22329 -2.59963
C -4.61644 -2.37553 -1.58683
C -5.39278 -2.12741 -0.21134
N -4.39812 -1.57898 0.79248
C -4.96143 -0.57641 1.72360
C -5.03876 0.85583 1.34717
C -5.58919 1.67453 2.42532
C -6.00670 1.17712 3.73038
N -5.93880 -0.15100 4.02184
C -5.42714 -0.92697 3.04657
H 0.35370 -1.65961 -1.02314
H -1.39560 -2.19245 -1.00564
H -0.48893 -2.03668 0.57964
H 0.26923 0.87770 -1.58712
H 0.91887 0.25914 -0.00725
H 0.38460 2.58067 0.67672
H -1.25132 1.87964 0.93610
H -0.93719 4.06543 -0.64137
H -0.62940 2.85783 -1.96849
H -3.18794 3.03205 -0.19997
H -2.75063 1.51902 -1.13841
H -2.47642 4.07761 -2.73387
H -4.22288 3.70902 -2.24697
H -2.26927 1.81638 -3.74772
H -3.64787 2.78677 -4.53084
H -5.18331 1.07894 -4.01999
H -4.87998 1.46339 -2.25997
H -3.31651 -0.68235 -3.93614
H -3.06166 -0.28292 -2.12967
H -5.43700 -1.67571 -3.53334
H -5.79116 -0.53621 -2.17697
H -3.50133 -2.40945 -1.43765
H -4.89753 -3.39318 -1.97900
H -6.30545 -1.50482 -0.33690
H -5.68474 -3.15454 0.14176
H -4.08877 -2.38139 1.36390
H -3.57520 -1.14829 0.33558
H -4.70055 1.25386 0.36674
H -5.66254 2.78046 2.23909
H -6.39224 1.87720 4.50938
H -5.34454 -2.02103 3.30200
C -0.57098 4.45315 3.19685
Cl -0.89078 5.75838 2.04846
Cl -1.88625 3.27279 3.22163
H 0.34645 3.94785 2.90482
H -0.45928 4.87709 4.18950
C -2.67401 3.91163 -7.70154
Cl -3.23918 2.33951 -7.12069
Cl -1.00455 4.21570 -7.20961
H -2.73039 3.92657 -8.78635
H -3.31042 4.68886 -7.28749
C 1.11866 -5.19761 0.81516
Cl -0.60838 -4.85086 0.64694
Cl 2.09800 -3.74678 0.54593
H 1.30849 -5.56651 1.81904
H 1.39785 -5.95300 0.08370
C 3.61177 4.59890 2.27477
Cl 2.31416 5.48795 1.46454
Cl 3.05891 3.94079 3.81899
H 3.92869 3.78063 1.63337
H 4.44633 5.27074 2.45571
C -6.86946 -3.94943 -5.60968
Cl -7.63323 -3.20386 -4.19834
Cl -5.35270 -3.14059 -6.02232
H -6.66320 -4.99271 -5.38777
H -7.54831 -3.87835 -6.45484
C 2.21080 -0.56988 2.69579
Cl 3.07763 0.16978 1.34329
Cl 1.07031 0.56709 3.41990
H 1.66109 -1.43511 2.33410
H 2.93233 -0.87830 3.44740
C -1.65114 7.62578 5.12519
Cl -2.12774 6.03229 5.72769
Cl -0.00251 8.03025 5.61428
H -1.70584 7.62139 4.04007
H -2.33187 8.37138 5.52718
C 2.25705 -4.84472 -2.81747
Cl 0.63881 -4.46558 -3.42077
Cl 2.63594 -6.55877 -3.02211
H 2.98557 -4.25350 -3.36571
H 2.30312 -4.60269 -1.75970
C 5.13183 -8.34428 -4.96320
Cl 6.51772 -7.39252 -5.51020
Cl 4.43090 -9.27754 -6.29036
H 5.45929 -9.02783 -4.18704
H 4.37855 -7.67031 -4.56919
C -4.34977 -1.33478 7.19644
Cl -4.83643 -2.94487 7.73831
Cl -2.71570 -0.94295 7.74425
H -4.37737 -1.30665 6.11097
H -5.04219 -0.60205 7.60205
C 2.69960 5.96134 -2.12863
Cl 4.20005 6.36052 -2.97519
Cl 2.05785 4.40158 -2.65829
H 2.90017 5.91426 -1.06210
H 1.96320 6.73355 -2.33392
C -2.68879 1.88316 10.37759
Cl -4.43242 2.09871 10.18172
Cl -1.82174 3.40143 10.14394
H -2.48932 1.50945 11.37812
H -2.34076 1.16663 9.63926
C 7.42489 7.69284 -2.39106
Cl 8.73310 6.83728 -3.21355
Cl 7.65591 7.68860 -0.63715
H 7.40171 8.72137 -2.74072
H 6.48333 7.20172 -2.62031
C 0.57472 -7.10510 4.88897
Cl 1.94324 -6.14291 4.31502
Cl -0.16395 -8.01922 3.56902
H 0.92670 -7.79999 5.64627
H -0.16949 -6.43844 5.31556
C 5.71816 -8.31682 -1.03019
Cl 6.62172 -7.60760 -2.37732
Cl 4.59114 -7.15359 -0.31661
H 5.15651 -9.17315 -1.39486
H 6.42182 -8.63482 -0.26585
C 9.20937 9.81663 2.24890
Cl 8.44782 10.63890 3.61631
Cl 10.75809 10.55886 1.83446
H 9.37706 8.77594 2.51274
H 8.54819 9.87770 1.38883
C -6.39183 5.85160 3.64218
Cl -5.52356 7.04398 4.60837
Cl -5.33887 5.15658 2.39749
H -6.74102 5.05504 4.29372
H -7.23855 6.33371 3.16156
C 10.43952 -6.66525 -1.99057
Cl 11.72680 -7.56494 -2.79983
Cl 10.64555 -6.68908 -0.23461
H 10.45966 -5.63465 -2.33417
H 9.48311 -7.11900 -2.23863
C 8.76146 -9.82037 -7.37584
Cl 10.14651 -8.87213 -7.92989
Cl 8.05440 -10.75622 -8.69811
H 9.09051 -10.50328 -6.59720
H 8.00740 -9.14425 -6.98034
```